This record from the Open Molecules 2025 dataset describes a structure of composition C21H18ClCrN8O4S2 at a distorted geometry. The level of theory is ωB97M-V with the def2-TZVPD basis set.

Element x y z (Å)
Cr -0.795 0.189 0.038
Cl 3.754 -0.778 3.499
S -3.188 -3.612 1.194
S -4.416 1.423 -2.492
O 2.862 1.332 5.199
O -1.322 1.682 1.166
O -0.675 3.001 2.839
O 1.275 2.801 4.718
N 2.844 2.884 -4.683
N 0.428 1.210 -1.063
N -2.428 0.566 -1.145
N 0.590 0.026 1.464
N -2.058 -1.397 0.618
N 1.667 -0.733 1.731
N 0.989 3.992 -3.886
N 1.799 2.057 -2.854
C -0.566 2.008 2.150
C 0.545 1.018 2.359
C -1.069 -2.510 2.616
C -3.088 -1.563 -0.284
C 1.614 0.914 3.256
C 2.800 -2.882 1.333
C 1.977 1.721 4.493
C -2.869 1.635 -1.761
C 1.870 2.990 -3.788
C 2.959 -4.012 0.548
C 2.321 -0.220 2.821
C 1.025 1.707 -1.943
C 1.148 -2.078 -0.216
C -3.354 -0.451 -1.167
C 1.893 -1.893 0.953
C -2.185 2.947 -1.823
C 2.214 -4.188 -0.605
C -4.485 -0.170 -1.875
C -2.004 -2.394 1.473
C 1.296 -3.217 -0.980
C -3.800 -2.716 -0.128
H -4.638 -3.057 -0.702
H -0.930 -1.539 3.088
H 3.512 2.134 -4.617
H -0.100 -2.896 2.297
H 2.989 3.585 -5.393
H 0.323 4.163 -3.151
H -1.950 3.197 -2.858
H 0.711 -3.344 -1.876
H -5.348 -0.785 -2.028
H 2.355 -5.060 -1.220
H 3.675 -4.763 0.840
H 0.545 3.004 4.083
H 3.384 -2.773 2.229
H -1.287 2.932 -1.209
H 1.084 4.699 -4.599
H 0.438 -1.305 -0.572
H -2.851 3.722 -1.439
H -1.476 -3.199 3.354

## Properties
E_LUMO (alpha / beta) (eV): -8.0187 / -7.4494
Orbital gap (alpha / beta) (eV): 6.3895 / 6.9517
Spin multiplicity: 2
Highest occupied orbital energy (alpha / beta) (eV): -14.408 / -14.401
Total charge: +2
Maximum force (eV Å⁻¹): 3.1

Mulliken population analysis, charges in e, atoms 1 to 8: -0.955, -0.106, -0.082, -0.094, -0.533, -0.531, -0.742, -0.509

This record from the Open Molecules 2025 dataset describes a structure of composition H28O14Xe at a distorted geometry. The level of theory is ωB97M-V with the def2-TZVPD basis set.

Element x y z (Å)
Xe -0.025 0.327 0.355
O 3.203 -1.307 1.700
O 0.497 -2.970 -1.976
O 1.502 -0.159 3.843
O -2.282 -2.101 -1.170
O -1.777 3.826 -0.743
O 0.338 1.372 -3.775
O 1.562 -3.357 0.663
O -3.225 2.169 2.496
O -3.594 1.902 -1.336
O -1.619 -0.607 -3.408
O 2.640 0.846 -1.671
O -1.436 -3.104 1.300
O 1.524 2.702 3.075
O 3.083 2.322 0.679
H 0.925 -3.316 -0.050
H 0.432 -3.907 -2.162
H 0.608 2.887 3.283
H 2.179 -0.455 3.234
H -2.113 4.692 -0.974
H -0.407 -2.690 -1.837
H -2.552 1.834 1.904
H -1.699 -1.366 -3.985
H -0.467 0.865 -3.888
H 1.633 -4.290 0.868
H -2.883 2.504 -1.114
H 2.632 -1.998 1.366
H 1.670 1.814 3.402
H -3.008 -2.646 -1.473
H -1.112 3.642 -1.406
H 2.707 1.091 -0.748
H -3.585 1.863 -2.292
H -1.612 -2.975 0.368
H 3.103 0.010 -1.731
H 3.664 -1.711 2.435
H -2.000 -0.894 -2.578
H -0.564 -2.733 1.434
H -2.689 -1.470 -0.575
H 2.740 3.027 0.130
H 0.825 0.901 -3.099
H 1.724 -0.581 4.673
H -3.075 1.703 3.319
H 2.533 2.337 1.462

## Properties
E_LUMO (eV): -0.3216
Orbital gap (eV): 9.9818
Relative energy (zero: lowest compared OMol25 entry of this formula, charge and spin) (kJ/mol): 40.7
Highest occupied orbital energy (eV): -10.303
Maximum force (eV Å⁻¹): 1.0

Mulliken population analysis, charges in e, atoms 1 to 8: 0.043, -0.671, -0.661, -0.643, -0.823, -0.673, -0.638, -0.656

This record from the Open Molecules 2025 dataset describes an isolated molecule of C18H20N6O2S at a distorted geometry. The level of theory is ωB97M-V with the def2-TZVPD basis set.

Element x y z (Å)
S -1.574 2.212 3.300
O 0.821 -7.286 -2.133
O 3.132 -1.575 -1.114
N 1.063 -1.179 -0.277
N 2.258 -5.413 -2.264
N 0.408 -3.871 -0.719
N 2.197 2.326 0.458
N -2.582 1.807 0.803
N -3.518 0.576 2.451
C -0.134 0.838 0.026
C 1.639 -3.392 -1.111
C 1.080 -5.951 -1.874
C 1.074 4.451 0.436
C -1.540 3.853 2.605
C 0.172 -5.158 -1.094
C 2.275 0.982 0.298
C -2.584 1.490 2.066
C -1.250 4.884 3.445
C -1.618 2.809 0.360
C 2.026 -1.987 -0.824
C 1.805 -7.992 -2.900
C 0.988 2.971 0.428
C 1.103 0.233 0.007
C 2.561 -4.168 -1.871
C -1.964 3.093 -1.102
C -0.229 2.240 0.257
C -1.941 4.036 1.186
H 3.513 -3.748 -2.188
H -1.311 5.862 3.069
H -3.925 0.011 1.714
H 0.170 -1.683 -0.210
H -3.018 3.345 -1.193
H -3.006 4.273 1.147
H -1.017 4.712 4.508
H -1.050 0.231 -0.191
H 3.262 0.535 0.314
H 2.823 -7.903 -2.488
H 0.557 4.918 -0.386
H 1.788 -7.638 -3.974
H 1.583 -9.044 -2.876
H -1.369 3.895 -1.562
H -1.473 4.930 0.813
H 0.677 4.869 1.382
H -3.401 0.215 3.407
H -0.793 -5.584 -0.788
H -1.785 2.192 -1.702
H 2.110 4.784 0.360

## Properties
E_LUMO (eV): -0.0889
Orbital gap (eV): 8.2370
Relative energy (zero: lowest compared OMol25 entry of this formula, charge and spin) (kJ/mol): 96.4
Highest occupied orbital energy (eV): -8.326
Maximum force (eV Å⁻¹): 3.0
SMILES string: C=C1C[C@@](C)(c2cc(NC(=O)c3cnc(OC)cn3)cnc2C)N=C(N)S1

Mulliken population analysis, charges in e, atoms 1 to 8: -0.293, -0.373, -0.667, -0.114, -0.439, -0.508, -0.649, -0.868

This record from the Open Molecules 2025 dataset describes a structure of composition C3H12N4 at a distorted geometry. The level of theory is ωB97M-V with the def2-TZVPD basis set.

Element x y z (Å)
N -2.088 0.873 0.582
N -2.258 -0.919 -0.984
N -0.032 -0.301 -0.672
N 1.419 -1.018 1.034
C -1.218 -0.701 -0.098
C 1.038 0.128 0.224
C 2.172 0.732 -0.606
H -1.073 -1.371 0.745
H 0.640 0.889 0.916
H 2.031 -0.739 1.791
H -2.672 0.090 -0.957
H -2.331 0.765 1.566
H 1.897 -1.710 0.467
H -2.958 -1.520 -0.567
H 2.552 -0.003 -1.317
H 2.986 1.041 0.050
H 1.834 1.608 -1.162
H -1.765 1.832 0.449
H -0.174 0.323 -1.461

## Properties
E_LUMO (eV): 1.0035
Orbital gap (eV): 9.2644
Relative energy (zero: lowest compared OMol25 entry of this formula, charge and spin) (kJ/mol): 185.8
Highest occupied orbital energy (eV): -8.261
Maximum force (eV Å⁻¹): 2.8

Mulliken population analysis, charges in e, atoms 1 to 8: -0.698, -0.640, -0.312, -0.627, -0.304, 0.264, -1.450, 0.421

This record from the Open Molecules 2025 dataset describes the ion C6H11N4O with charge +1 at a distorted geometry. The level of theory is ωB97M-V with the def2-TZVPD basis set.

Element x y z (Å)
O -3.657 -0.311 -0.837
N 1.338 -1.911 0.009
N 0.085 -1.996 0.422
N -0.480 -0.852 0.297
N 0.404 0.034 -0.201
C 1.541 -0.651 -0.376
C -3.860 1.017 -0.004
C -2.539 0.253 -0.441
C -1.856 -0.525 0.685
C 3.497 0.706 0.278
C 2.829 -0.126 -0.860
H 2.690 0.492 -1.742
H -1.903 0.768 -1.150
H 0.209 1.007 -0.387
H -3.569 0.840 1.075
H 2.803 0.862 1.103
H 3.480 -0.954 -1.106
H -2.450 -1.415 0.841
H 4.350 0.187 0.698
H -4.900 0.748 0.213
H 3.784 1.693 -0.063
H -1.796 0.134 1.545

## Properties
E_LUMO (eV): -4.6568
Orbital gap (eV): 8.3680
Relative energy (zero: lowest compared OMol25 entry of this formula, charge and spin) (kJ/mol): 617.9
Highest occupied orbital energy (eV): -13.025
Total charge: +1
Maximum force (eV Å⁻¹): 2.8
SMILES string: CCc1nnn(C[C@@H]2CO2)[nH+]1

Mulliken population analysis, charges in e, atoms 1 to 8: -0.356, -0.355, -0.493, 0.817, -0.146, 0.410, -0.638, 0.314